# 1
Entry from OMol25: 11 unconnected molecules or ions with the total composition C44H66O33 at a distorted geometry (wB97M-V/def2-TZVPD).

Atoms and positions in Å:
C 11.549 -25.939 14.637
C 10.682 -24.853 14.004
C 10.848 -24.808 12.504
O 9.507 -25.008 12.036
C 8.657 -25.302 13.045
O 7.483 -25.448 12.924
O 9.335 -25.261 14.204
H 11.544 -26.861 14.059
H 11.149 -26.138 15.632
H 12.578 -25.605 14.776
H 10.830 -23.941 14.580
H 11.446 -25.648 12.152
H 11.279 -23.886 12.120
C 7.257 -29.121 23.649
C 6.947 -27.800 22.993
C 8.202 -26.877 22.857
O 8.339 -26.767 21.441
C 7.329 -27.325 20.780
O 7.211 -27.357 19.591
O 6.583 -28.048 21.631
H 7.561 -29.037 24.696
H 8.076 -29.654 23.160
H 6.404 -29.800 23.696
H 6.094 -27.305 23.457
H 9.084 -27.417 23.195
H 8.058 -25.932 23.370
C 6.116 -31.004 14.349
C 7.100 -30.592 13.268
C 6.887 -29.178 12.680
O 8.082 -28.440 12.945
C 8.875 -29.176 13.747
O 9.930 -28.807 14.160
O 8.315 -30.349 14.015
H 6.404 -31.834 14.987
H 5.190 -31.298 13.845
H 5.868 -30.147 14.974
H 7.200 -31.343 12.485
H 5.960 -28.734 13.040
H 6.830 -29.273 11.596
C 10.439 -28.684 19.640
C 11.542 -29.521 20.276
C 11.577 -29.511 21.815
O 11.536 -30.876 22.183
C 11.394 -31.642 21.081
O 11.439 -32.826 21.096
O 11.216 -30.890 19.991
H 9.493 -28.896 20.134
H 10.460 -28.914 18.575
H 10.580 -27.603 19.712
H 12.523 -29.272 19.871
H 10.684 -29.002 22.187
H 12.466 -28.982 22.151
C 4.167 -27.709 18.473
C 4.791 -29.069 18.403
C 4.573 -30.074 19.528
O 4.370 -31.300 18.811
C 4.348 -31.074 17.497
O 4.328 -31.944 16.678
O 4.311 -29.756 17.243
H 3.079 -27.807 18.397
H 4.491 -27.083 17.644
H 4.354 -27.252 19.444
H 5.873 -28.935 18.309
H 3.761 -29.783 20.200
H 5.446 -30.188 20.169
C 13.650 -22.803 18.210
C 12.445 -22.549 17.305
C 12.151 -21.128 16.864
O 12.740 -21.067 15.550
C 12.852 -22.309 15.057
O 13.113 -22.636 13.942
O 12.743 -23.209 16.063
H 13.804 -23.878 18.295
H 13.422 -22.386 19.191
H 14.542 -22.428 17.709
H 11.515 -23.028 17.621
H 12.572 -20.346 17.494
H 11.084 -20.937 16.745
C -0.017 -28.657 14.749
C 1.396 -28.791 15.307
C 2.281 -29.894 14.712
O 3.470 -29.215 14.338
C 3.310 -27.897 14.435
O 4.133 -27.084 14.123
O 2.114 -27.593 14.964
H -0.470 -27.739 15.121
H -0.566 -29.506 15.163
H -0.046 -28.645 13.662
H 1.409 -28.861 16.398
H 1.809 -30.336 13.830
H 2.443 -30.703 15.422
C 5.185 -23.330 14.720
C 4.300 -22.106 14.841
C 4.161 -21.382 16.193
O 4.934 -20.183 16.059
C 5.288 -20.044 14.743
O 5.768 -19.061 14.263
O 4.793 -21.041 14.027
H 6.261 -23.216 14.868
H 5.080 -23.797 13.742
H 4.934 -24.090 15.466
H 3.296 -22.339 14.484
H 4.568 -22.009 16.990
H 3.129 -21.177 16.476
C 7.027 -27.030 16.035
C 7.470 -26.110 17.177
C 8.910 -26.267 17.677
O 9.442 -24.931 17.655
C 8.593 -24.121 17.002
O 8.749 -22.946 16.835
O 7.536 -24.813 16.570
H 7.752 -27.034 15.226
H 6.054 -26.687 15.687
H 6.898 -28.079 16.325
H 6.739 -26.166 17.988
H 9.497 -26.862 16.980
H 8.799 -26.644 18.691
C 8.665 -18.707 17.351
C 7.850 -17.605 16.674
C 8.350 -16.215 17.153
O 8.752 -15.544 15.972
C 8.605 -16.365 14.904
O 8.855 -16.041 13.793
O 8.234 -17.583 15.309
H 8.524 -19.644 16.801
H 8.236 -18.885 18.338
H 9.740 -18.541 17.329
H 6.784 -17.684 16.878
H 9.212 -16.324 17.810
H 7.536 -15.655 17.613
C 7.819 -23.969 20.464
C 7.192 -22.578 20.448
C 6.741 -21.997 19.101
O 5.579 -21.274 19.495
C 5.052 -21.833 20.595
O 3.969 -21.545 21.004
O 5.919 -22.713 21.124
H 7.309 -24.589 19.725
H 7.694 -24.384 21.462
H 8.884 -23.933 20.236
H 7.741 -21.871 21.076
H 6.531 -22.816 18.411
H 7.529 -21.371 18.701

Computed properties:
Spin multiplicity: 1
Highest occupied orbital energy in Ha: -0.384
ΔE to the lowest compared entry with this formula, charge and spin in kJ/mol: 178.7
Net charge: 0

# 2
Entry from OMol25: 4 unconnected molecules or ions with the total composition C44H67F6O20P3 at a distorted geometry (wB97M-V/def2-TZVPD).

Atoms and positions in Å:
C 2.351 0.946 -0.015
C 3.320 2.149 -0.392
O 2.640 3.234 -1.038
C 2.927 4.502 -0.450
C 3.082 5.649 -1.539
O 1.810 6.156 -1.945
C 1.693 6.337 -3.354
C 0.286 5.811 -3.875
O -0.812 6.339 -3.123
C -1.912 5.395 -3.043
C -1.863 4.758 -1.619
C -0.625 4.132 -1.096
C -0.538 3.565 0.255
C -1.702 3.555 1.150
C -2.942 4.123 0.644
C -3.017 4.731 -0.709
C -4.421 5.305 -1.111
O -4.588 6.353 -1.682
C -5.626 4.403 -0.654
C -6.777 4.119 -1.494
C -7.832 3.235 -0.993
C -7.778 2.631 0.334
C -8.846 1.709 0.950
O -8.931 1.661 2.152
C -9.889 0.837 0.137
F -11.021 0.748 0.940
F -10.328 1.438 -1.035
C -9.392 -0.650 -0.069
F -10.505 -1.402 -0.404
F -8.989 -1.105 1.171
C -8.295 -0.843 -1.199
F -8.888 -1.625 -2.191
F -7.879 0.328 -1.786
C -7.004 -1.638 -0.744
O -7.002 -2.654 -0.132
O -5.767 -1.103 -1.149
C -6.603 2.917 1.197
C -5.548 3.788 0.697
C -4.247 4.114 1.512
O -4.252 4.351 2.693
H 1.879 1.183 0.975
H 1.533 0.789 -0.759
H 2.966 0.014 0.145
H 4.034 1.719 -1.159
H 3.881 2.427 0.535
H 3.875 4.528 0.157
H 2.102 4.857 0.239
H 3.650 6.479 -1.024
H 3.706 5.208 -2.359
H 2.459 5.801 -3.970
H 1.718 7.435 -3.590
H 0.257 4.680 -3.845
H 0.230 6.144 -4.956
H -2.837 6.016 -3.212
H -1.889 4.640 -3.871
H 0.242 4.114 -1.787
H 0.454 3.149 0.561
H -1.597 3.101 2.163
H -6.857 4.566 -2.509
H -8.692 3.013 -1.661
H -5.501 -0.385 -0.543
H -6.496 2.463 2.215
C 1.329 -4.376 4.293
C 2.476 -3.631 3.636
O 3.051 -4.395 2.582
P 2.243 -4.499 1.147
O 2.519 -3.105 0.623
O 3.450 -5.231 0.277
C 3.877 -4.720 -0.982
C 5.196 -3.991 -0.817
O 1.691 -6.023 1.602
C 1.881 -7.203 0.814
C 3.073 -7.977 1.337
H 0.491 -4.489 3.599
H 0.973 -3.841 5.175
H 1.639 -5.381 4.586
H 2.149 -2.656 3.261
H 3.266 -3.457 4.369
H 3.118 -4.082 -1.437
H 4.016 -5.575 -1.651
H 5.112 -3.178 -0.093
H 5.535 -3.578 -1.769
H 5.959 -4.673 -0.437
H 1.966 -6.973 -0.247
H 0.983 -7.816 0.932
H 3.989 -7.389 1.300
H 3.224 -8.891 0.759
H 2.921 -8.244 2.386
C 2.607 -6.735 -4.752
C 1.531 -6.859 -3.691
O 0.666 -7.957 -3.957
P 1.206 -9.486 -3.645
O 1.117 -9.457 -2.133
O -0.236 -10.270 -3.869
C -0.751 -11.176 -2.897
C -1.869 -10.510 -2.120
O 1.528 -9.674 -5.288
C 1.002 -10.741 -6.083
C -0.218 -10.256 -6.839
H 3.291 -7.588 -4.713
H 3.190 -5.823 -4.610
H 2.165 -6.724 -5.750
H 1.971 -6.959 -2.693
H 0.911 -5.960 -3.692
H 0.033 -11.549 -2.237
H -1.150 -12.041 -3.437
H -1.523 -9.597 -1.632
H -2.270 -11.183 -1.359
H -2.677 -10.220 -2.794
H 0.797 -11.629 -5.486
H 1.777 -11.016 -6.802
H -1.003 -9.910 -6.167
H -0.625 -11.051 -7.467
H 0.042 -9.405 -7.473
C 3.736 5.035 7.518
C 2.754 4.955 6.364
O 2.728 6.169 5.623
P 3.974 6.495 4.592
O 3.623 5.519 3.487
O 3.313 7.818 3.845
C 3.252 7.917 2.425
C 1.841 7.634 1.953
O 4.628 7.522 5.757
C 4.955 8.893 5.514
C 3.832 9.779 6.015
H 4.764 5.108 7.149
H 3.663 4.150 8.153
H 3.550 5.925 8.122
H 2.990 4.114 5.704
H 1.746 4.799 6.754
H 3.978 7.259 1.944
H 3.527 8.941 2.157
H 1.504 6.646 2.273
H 1.775 7.690 0.864
H 1.145 8.357 2.385
H 5.193 9.073 4.466
H 5.861 9.112 6.086
H 2.888 9.558 5.519
H 4.070 10.832 5.854
H 3.667 9.614 7.082

Computed properties:
Spin multiplicity: 1
Highest occupied orbital energy in Ha: -0.338
Net charge: 0

# 3
Entry from OMol25: a molecular structure, C44H67N3O7RuS at a distorted geometry (wB97M-V/def2-TZVPD).

Atoms and positions in Å:
Ru -0.293 -0.475 0.522
C -2.461 0.318 -2.419
N -1.348 1.052 -1.836
C -1.648 2.472 -1.812
C -0.140 0.784 -2.600
C 1.152 1.154 -1.869
N 1.672 0.089 -1.016
C 2.205 -1.024 -1.810
C 1.878 -2.410 -1.312
C 2.896 -3.330 -1.172
C 2.636 -4.669 -0.925
C 1.298 -5.055 -0.855
C 0.239 -4.180 -0.980
C 0.515 -2.787 -1.153
O -0.417 -1.899 -1.264
C -1.209 -4.652 -1.003
C -1.348 -6.178 -0.919
C -1.848 -4.191 -2.323
C -1.977 -4.037 0.170
C 3.728 -5.720 -0.780
C 5.128 -5.142 -1.005
C 3.673 -6.309 0.635
C 3.512 -6.848 -1.802
C 2.714 0.666 -0.155
C 3.518 -0.343 0.610
C 4.883 -0.423 0.431
C 5.670 -1.261 1.210
C 5.020 -2.008 2.196
C 3.662 -1.962 2.418
C 2.841 -1.124 1.588
O 1.580 -1.037 1.746
C 3.013 -2.693 3.581
C 4.012 -3.514 4.406
C 1.911 -3.628 3.072
C 2.399 -1.635 4.509
C 7.187 -1.313 1.099
C 7.782 -0.758 2.402
C 7.662 -2.759 0.899
C 7.723 -0.484 -0.075
H -2.567 0.523 -3.499
H -2.297 -0.744 -2.258
H -3.386 0.599 -1.920
H -1.650 2.901 -2.830
H -2.627 2.629 -1.364
H -0.918 3.007 -1.209
H -0.127 -0.286 -2.806
H -0.169 1.329 -3.568
H 1.922 1.433 -2.616
H 0.975 2.022 -1.233
H 1.804 -0.949 -2.830
H 3.298 -0.924 -1.880
H 3.908 -2.974 -1.274
H 1.089 -6.100 -0.695
H -0.824 -6.673 -1.737
H -0.970 -6.551 0.031
H -2.403 -6.444 -0.986
H -1.302 -4.596 -3.175
H -2.885 -4.522 -2.380
H -1.822 -3.107 -2.373
H -1.509 -4.299 1.116
H -1.975 -2.950 0.101
H -3.009 -4.391 0.169
H 5.318 -4.333 -0.306
H 5.877 -5.917 -0.846
H 5.233 -4.769 -2.022
H 3.919 -5.540 1.363
H 2.678 -6.685 0.861
H 4.386 -7.127 0.739
H 3.454 -6.441 -2.809
H 4.339 -7.556 -1.761
H 2.592 -7.390 -1.598
H 3.404 1.276 -0.772
H 2.203 1.328 0.555
H 5.336 0.213 -0.320
H 5.625 -2.639 2.828
H 4.487 -4.286 3.805
H 4.781 -2.879 4.844
H 3.484 -4.004 5.221
H 2.319 -4.375 2.399
H 1.428 -4.130 3.910
H 1.164 -3.056 2.531
H 3.164 -0.934 4.841
H 1.628 -1.082 3.982
H 1.958 -2.112 5.382
H 7.462 -1.358 3.250
H 8.872 -0.762 2.363
H 7.440 0.262 2.565
H 7.309 -3.404 1.698
H 7.290 -3.148 -0.046
H 8.751 -2.802 0.881
H 7.494 0.573 0.052
H 8.806 -0.589 -0.136
H 7.296 -0.830 -1.015
C -9.244 -0.436 -0.936
C -7.812 -0.132 -0.611
C -7.317 1.154 -0.788
C -6.019 1.455 -0.417
C -5.202 0.475 0.120
C -5.668 -0.821 0.245
C -6.971 -1.119 -0.109
S -3.499 0.954 0.670
C -4.020 0.976 2.425
O -2.748 -0.306 0.522
H -9.614 0.245 -1.701
H -9.862 -0.312 -0.045
H -9.352 -1.461 -1.284
H -7.958 1.915 -1.213
H -5.641 2.460 -0.528
H -4.997 -1.577 0.626
H -7.356 -2.123 0.006
H -4.584 0.074 2.629
H -4.602 1.870 2.611
H -3.090 0.984 2.987
O -1.936 2.521 1.540
N -0.710 2.665 1.491
O 0.023 1.863 0.900
C -1.576 -1.637 4.530
C -1.177 -1.182 3.116
O -0.984 -2.066 2.262
O -1.092 0.042 2.897
H -0.892 -2.416 4.854
H -2.582 -2.054 4.499
H -1.541 -0.791 5.213

Computed properties:
Spin multiplicity: 2
Highest occupied orbital energy (alpha / beta) in Ha: -0.164 / -0.165
ΔE to the lowest compared entry with this formula, charge and spin in kJ/mol: 88.7
Net charge: -1

Total energy, respectively: -114268.7548; -131829.4908; -78933.6512 eV.